{"formula": "C42H46IN3O2PS2Zr", "method": "ωB97M-V/def2-TZVPD", "e_homo_ha": -0.3758, "total_charge": 1, "e_lumo_ev": -3.0, "multiplicity": 1, "symbols": ["Zr", "O", "C", "C", "C", "C", "C", "C", "C", "O", "N", "N", "C", "S", "C", "C", "S", "H", "H", "H", "H", "H", "H", "H", "H", "H", "I", "C", "C", "C", "C", "C", "C", "C", "C", "C", "C", "H", "H", "H", "H", "H", "H", "C", "C", "C", "P", "C", "C", "C", "C", "C", "C", "C", "C", "C", "C", "N", "C", "C", "C", "C", "C", "C", "C", "C", "C", "H", "H", "H", "H", "H", "H", "H", "H", "H", "H", "H", "H", "H", "H", "H", "H", "H", "H", "H", "H", "H", "H", "H", "H", "H", "H", "H", "H", "H", "H", "H"], "coordinates": [[-0.1612, -0.1633, 0.7433], [4.1267, -0.7419, -0.4359], [4.3457, -1.9559, 0.1124], [5.6491, -2.4430, 0.0277], [5.9704, -3.6739, 0.5550], [4.9987, -4.4565, 1.1819], [3.7104, -3.9851, 1.2662], [3.3564, -2.7339, 0.7383], [1.9649, -2.2889, 0.8441], [1.6524, -1.0642, 0.4143], [1.0529, -3.0663, 1.3236], [-0.1982, -2.4418, 1.3048], [-1.1493, -3.2313, 1.6737], [-0.8451, -4.8477, 2.2291], [-2.6008, -5.2940, 2.3570], [-3.3923, -4.0502, 2.7037], [-2.8155, -2.7284, 1.6038], [3.1956, -0.5059, -0.3031], [6.3895, -1.8247, -0.4608], [6.9882, -4.0333, 0.4810], [5.2559, -5.4208, 1.5960], [2.9374, -4.5707, 1.7444], [-2.6881, -6.0490, 3.1371], [-2.9257, -5.7200, 1.4086], [-3.2315, -3.7392, 3.7347], [-4.4580, -4.1835, 2.5248], [-2.7892, 1.2207, 1.5971], [-1.6705, 2.2665, 3.0368], [-2.1498, 3.4438, 3.5199], [-1.4265, 4.0982, 4.5419], [-0.2956, 3.5295, 5.0509], [0.1901, 2.2953, 4.5516], [1.3387, 1.6725, 5.1035], [1.7828, 0.4790, 4.6194], [1.1317, -0.1220, 3.5149], [0.0268, 0.4433, 2.9149], [-0.4812, 1.6492, 3.4843], [-3.0670, 3.8735, 3.1413], [-1.7924, 5.0396, 4.9285], [0.2441, 4.0117, 5.8564], [1.8444, 2.1564, 5.9301], [2.6451, -0.0040, 5.0601], [1.5508, -1.0515, 3.1381], [-3.9765, -0.4768, -1.2382], [-3.0689, -1.3421, -2.1085], [-3.3554, -1.0721, -3.5835], [-1.2737, -1.2197, -1.6331], [-0.5503, -2.8919, -2.0329], [0.9574, -2.7950, -2.2803], [-1.2092, -3.6822, -3.1636], [-0.4222, -0.0246, -2.7115], [-0.2721, -0.2113, -4.0887], [0.4056, 0.6934, -4.8881], [0.5274, 0.4916, -6.3741], [0.9576, 1.8140, -4.2646], [0.8430, 2.0127, -2.9043], [0.1606, 1.0957, -2.1037], [0.0657, 1.2783, -0.7103], [0.0421, 2.6113, -0.1745], [1.0381, 3.0416, 0.7097], [2.3023, 2.2577, 0.9590], [0.9044, 4.2862, 1.3236], [-0.1597, 5.1261, 1.0545], [-0.2950, 6.4619, 1.7308], [-1.1072, 4.7046, 0.1216], [-1.0283, 3.4707, -0.4967], [-2.0673, 3.0789, -1.5084], [-5.0174, -0.6426, -1.5216], [-3.7721, 0.5857, -1.3711], [-3.8815, -0.7305, -0.1832], [-3.3021, -2.3868, -1.8784], [-3.1021, -0.0443, -3.8462], [-4.4211, -1.2140, -3.7708], [-2.8120, -1.7382, -4.2489], [-0.7079, -3.4466, -1.1012], [1.1555, -2.4526, -3.2963], [1.4110, -3.7796, -2.1591], [1.4576, -2.1035, -1.6052], [-1.0410, -3.2161, -4.1345], [-2.2796, -3.8242, -3.0271], [-0.7510, -4.6723, -3.2022], [-0.6985, -1.0908, -4.5544], [0.3183, -0.5407, -6.6516], [1.5288, 0.7410, -6.7240], [-0.1758, 1.1298, -6.9123], [1.5004, 2.5387, -4.8599], [1.2910, 2.8827, -2.4389], [2.9958, 2.3740, 0.1223], [2.1469, 1.1900, 1.0919], [2.7977, 2.6187, 1.8593], [1.6658, 4.6024, 2.0277], [0.4412, 6.5808, 2.5241], [-1.2894, 6.5794, 2.1651], [-0.1559, 7.2740, 1.0153], [-1.9402, 5.3566, -0.1202], [-2.9908, 3.6332, -1.3461], [-2.2815, 2.0127, -1.4589], [-1.7193, 3.2859, -2.5230]], "atomic_forces_ev_per_a": [[0.087, 0.008, 0.138], [0.020, 0.011, -0.014], [-0.043, -0.003, 0.011], [0.048, -0.043, 0.011], [-0.018, 0.011, -0.005], [0.009, 0.007, -0.010], [-0.010, 0.006, 0.004], [-0.005, 0.076, -0.016], [-0.020, 0.080, -0.016], [0.112, 0.000, 0.041], [-0.063, 0.039, -0.021], [-0.102, 0.077, -0.031], [0.070, -0.024, 0.020], [0.012, -0.008, 0.007], [0.027, -0.017, -0.001], [-0.030, 0.004, -0.006], [0.043, 0.024, -0.016], [-0.040, 0.007, 0.004], [0.009, 0.001, -0.003], [0.010, -0.006, 0.000], [-0.001, -0.008, 0.004], [0.007, -0.009, 0.003], [-0.012, -0.002, -0.005], [-0.017, -0.003, 0.010], [-0.003, -0.015, -0.001], [0.002, 0.005, 0.010], [0.031, 0.000, 0.002], [-0.083, -0.075, -0.084], [0.035, 0.049, 0.054], [-0.018, -0.011, -0.035], [0.000, -0.034, -0.011], [-0.006, 0.014, -0.009], [0.008, 0.004, 0.018], [-0.024, -0.035, -0.017], [0.047, 0.025, 0.015], [-0.104, 0.082, -0.287], [0.010, 0.013, 0.140], [-0.011, 0.008, 0.000], [-0.002, 0.007, 0.007], [0.008, 0.006, 0.005], [0.011, 0.005, 0.002], [0.006, -0.001, 0.002], [0.002, 0.014, 0.014], [-0.012, -0.007, -0.023], [0.009, 0.021, 0.045], [-0.011, -0.027, 0.004], [-0.023, 0.067, -0.040], [-0.012, 0.022, 0.041], [0.004, 0.023, -0.003], [0.019, -0.014, 0.020], [-0.048, -0.091, 0.047], [0.000, -0.022, -0.010], [-0.004, 0.001, -0.001], [-0.009, 0.010, 0.037], [-0.002, -0.015, -0.015], [0.050, 0.075, 0.043], [-0.025, 0.070, 0.022], [0.030, -0.206, 0.060], [0.000, -0.073, -0.046], [0.080, -0.089, -0.017], [-0.042, 0.010, -0.003], [-0.006, 0.012, 0.019], [-0.039, 0.018, 0.011], [-0.010, -0.025, -0.031], [0.019, 0.020, 0.034], [-0.029, 0.007, -0.002], [0.025, -0.003, 0.021], [-0.003, -0.003, -0.004], [0.009, 0.021, -0.005], [0.000, -0.010, 0.024], [0.000, -0.012, -0.010], [0.005, 0.005, -0.003], [-0.003, 0.004, -0.009], [0.012, -0.009, -0.018], [-0.012, -0.007, -0.016], [0.001, 0.004, -0.008], [0.003, -0.005, -0.004], [-0.017, -0.035, -0.069], [0.001, 0.007, -0.001], [-0.020, -0.006, -0.004], [-0.003, -0.004, -0.007], [0.002, 0.012, -0.004], [-0.001, -0.007, -0.001], [0.009, -0.003, -0.001], [-0.001, 0.006, -0.008], [0.002, 0.008, -0.003], [-0.001, -0.001, -0.009], [-0.009, -0.006, -0.013], [0.071, -0.022, 0.037], [0.001, -0.014, -0.004], [0.010, 0.001, 0.001], [0.003, -0.004, 0.005], [0.003, 0.000, 0.004], [0.000, 0.009, 0.001], [-0.007, 0.008, -0.002], [-0.006, 0.000, 0.000], [-0.013, -0.005, -0.008], [-0.002, -0.002, -0.009]]}

{"formula": "C42H47BN4O3PSTc", "method": "ωB97M-V/def2-TZVPD", "e_homo_ha": [-0.3483, -0.3402], "s2": 0.755, "total_charge": 1, "e_lumo_ev": [-2.4, -2.4], "multiplicity": 2, "symbols": ["Tc", "N", "C", "C", "N", "C", "C", "N", "H", "H", "H", "H", "H", "H", "H", "H", "H", "H", "H", "H", "H", "C", "C", "O", "S", "C", "C", "C", "C", "C", "C", "C", "C", "H", "H", "H", "H", "H", "H", "H", "N", "P", "C", "C", "C", "C", "C", "C", "C", "C", "C", "C", "C", "C", "C", "C", "C", "C", "C", "C", "H", "H", "H", "H", "H", "H", "H", "H", "H", "H", "H", "H", "H", "H", "H", "C", "C", "C", "C", "C", "C", "C", "C", "O", "B", "O", "C", "C", "H", "H", "H", "H", "H", "H", "H", "H", "H", "H", "H", "H"], "coordinates": [[-0.2079, -0.0969, -0.4660], [1.0074, 1.6117, 0.2796], [1.7043, 1.0327, 1.4590], [0.6650, 0.4429, 2.3917], [-0.2312, -0.4852, 1.6574], [-0.1346, -1.9423, 1.9620], [0.0907, -2.7725, 0.7065], [-0.7391, -2.2671, -0.4180], [1.7020, 1.9362, -0.3872], [0.4507, 2.4175, 0.5568], [2.3071, 1.7788, 1.9823], [2.3630, 0.2518, 1.0801], [0.0453, 1.2470, 2.7966], [1.1434, -0.0513, 3.2389], [-1.1840, -0.2283, 1.8866], [-1.0642, -2.2396, 2.4504], [0.6770, -2.1294, 2.6662], [-0.1129, -3.8253, 0.9200], [1.1246, -2.6764, 0.3840], [-1.7115, -2.5369, -0.2909], [-0.4301, -2.7089, -1.2796], [6.7509, -2.6483, -5.7391], [7.9181, -3.3371, -5.0845], [8.8913, -3.7121, -5.6741], [7.8866, -3.6129, -3.3066], [6.3359, -2.9192, -2.7880], [5.2086, -3.7273, -2.6762], [4.0051, -3.1937, -2.2497], [3.9016, -1.8389, -1.9202], [5.0422, -1.0368, -2.0260], [6.2462, -1.5734, -2.4470], [2.6560, -1.2874, -1.4719], [1.5876, -0.8307, -1.0928], [6.8890, -2.7030, -6.8159], [6.7239, -1.6036, -5.4253], [5.8049, -3.1022, -5.4494], [5.2811, -4.7777, -2.9267], [3.1313, -3.8270, -2.1653], [4.9760, 0.0126, -1.7708], [7.1265, -0.9477, -2.5171], [-2.3745, 0.6860, -0.2329], [-2.8714, 1.3766, -1.6044], [-2.2476, 3.0662, -1.7850], [-3.1531, 4.1259, -1.8278], [-2.7057, 5.4333, -1.9658], [-1.3519, 5.7006, -2.0670], [-0.4406, 4.6532, -2.0286], [-0.8846, 3.3499, -1.8890], [-2.2774, 0.3635, -2.9827], [-0.8963, 0.1366, -3.0076], [-0.3272, -0.7452, -3.9097], [-1.1447, -1.4259, -4.8024], [-2.5180, -1.2389, -4.7635], [-3.0878, -0.3594, -3.8508], [-4.6620, 1.5398, -1.6664], [-5.3341, 1.8274, -2.8551], [-6.7097, 1.9941, -2.8526], [-7.4200, 1.8918, -1.6641], [-6.7532, 1.6395, -0.4744], [-5.3776, 1.4691, -0.4730], [-4.2150, 3.9457, -1.7394], [-3.4239, 6.2413, -1.9934], [-1.0048, 6.7189, -2.1787], [0.6192, 4.8532, -2.1188], [-0.1651, 2.5487, -1.8751], [-0.2174, 0.7290, -2.3637], [0.7422, -0.9074, -3.8884], [-0.7121, -2.1149, -5.5153], [-3.1576, -1.7895, -5.4401], [-4.1621, -0.2691, -3.8068], [-4.7869, 1.9449, -3.7810], [-7.2258, 2.2103, -3.7780], [-8.4937, 2.0221, -1.6644], [-7.3026, 1.5793, 0.4552], [-4.8624, 1.2962, 0.4641], [-7.6356, -4.9975, 0.3565], [-6.2681, -5.4703, 0.8705], [-5.5994, -6.3494, -0.1952], [-6.4874, -6.3209, 2.1216], [-5.3972, -4.2445, 1.1478], [-4.9595, -3.9138, 2.4288], [-4.1828, -2.7821, 2.6943], [-3.8623, -1.9888, 1.6235], [-3.1174, -0.8237, 1.5883], [-3.0902, -0.4366, 0.2344], [-3.8236, -1.3480, -0.5406], [-4.2919, -2.2987, 0.3434], [-5.0499, -3.4092, 0.0749], [-8.2864, -5.8546, 0.1761], [-7.5420, -4.4451, -0.5798], [-8.1210, -4.3475, 1.0863], [-6.2107, -7.2329, -0.3851], [-4.6146, -6.6828, 0.1367], [-5.4791, -5.8237, -1.1431], [-7.0784, -7.1991, 1.8601], [-7.0340, -5.7764, 2.8931], [-5.5437, -6.6701, 2.5443], [-5.2258, -4.5464, 3.2622], [-3.8635, -2.5403, 3.6990], [-5.3729, -3.6159, -0.9366]], "atomic_forces_ev_per_a": [[-0.431, 0.147, -0.088], [-0.077, 0.001, -0.156], [-0.010, -0.023, -0.003], [0.023, 0.025, -0.001], [0.098, -0.105, -0.293], [-0.012, 0.019, 0.005], [0.059, 0.002, -0.044], [0.055, 0.161, -0.072], [-0.038, -0.024, 0.018], [0.033, 0.009, -0.001], [-0.045, 0.015, 0.008], [0.010, 0.026, 0.011], [0.007, -0.010, 0.012], [0.009, -0.017, -0.030], [-0.025, 0.031, 0.131], [-0.004, -0.019, 0.013], [0.007, 0.016, -0.019], [-0.051, 0.023, 0.016], [-0.002, -0.037, -0.004], [-0.028, -0.008, -0.053], [0.017, 0.005, 0.022], [0.019, 0.030, 0.005], [-0.036, 0.007, 0.009], [0.026, -0.025, -0.018], [0.002, 0.000, 0.009], [0.006, -0.004, -0.008], [0.008, 0.004, -0.007], [-0.013, 0.000, 0.002], [0.015, 0.041, -0.016], [-0.004, -0.016, -0.005], [-0.011, 0.004, -0.001], [-0.052, 0.021, -0.058], [0.142, -0.115, 0.230], [0.002, 0.003, 0.000], [-0.017, -0.004, 0.004], [0.000, -0.017, 0.002], [0.000, -0.003, 0.000], [0.002, -0.001, 0.002], [0.002, 0.006, 0.004], [0.007, 0.004, 0.002], [-0.148, 0.116, 0.023], [0.058, -0.023, -0.008], [-0.031, 0.001, -0.001], [-0.026, 0.037, 0.091], [-0.016, -0.016, 0.008], [0.008, -0.011, 0.001], [0.021, -0.005, 0.008], [-0.013, 0.039, -0.059], [0.056, 0.008, -0.001], [0.008, -0.239, 0.182], [-0.021, -0.013, -0.019], [-0.002, 0.007, -0.007], [0.000, -0.004, 0.004], [0.030, 0.048, 0.027], [-0.020, -0.039, 0.002], [0.015, -0.001, 0.025], [0.022, 0.001, -0.008], [0.007, 0.002, 0.015], [-0.020, 0.014, -0.006], [0.010, -0.050, -0.032], [0.016, 0.006, -0.015], [-0.007, 0.003, 0.000], [0.003, 0.003, -0.002], [-0.001, -0.006, -0.001], [0.113, -0.015, 0.023], [0.160, -0.018, 0.084], [0.011, 0.002, 0.006], [0.001, -0.004, -0.004], [-0.006, -0.005, -0.002], [-0.068, 0.036, 0.007], [0.037, -0.022, -0.041], [-0.003, 0.004, -0.005], [-0.007, -0.002, -0.001], [-0.002, 0.000, 0.008], [-0.015, 0.000, 0.009], [0.009, -0.011, -0.008], [-0.004, -0.001, -0.003], [0.006, -0.004, 0.008], [-0.007, 0.014, 0.001], [-0.003, -0.002, 0.014], [0.011, -0.008, -0.002], [-0.006, -0.001, -0.001], [0.019, 0.012, -0.014], [0.020, 0.000, -0.008], [0.111, -0.004, 0.098], [0.007, -0.027, -0.038], [-0.008, -0.016, 0.016], [-0.017, 0.029, -0.006], [-0.002, -0.007, -0.008], [-0.006, 0.006, 0.001], [-0.005, -0.003, 0.007], [-0.006, -0.005, -0.004], [0.005, -0.005, 0.005], [0.006, 0.011, -0.001], [-0.007, -0.003, -0.001], [0.004, 0.009, 0.007], [0.004, -0.010, -0.002], [0.001, -0.002, 0.002], [0.005, 0.000, 0.002], [0.001, -0.001, -0.003]]}

Going through the records in order, we get largest force on an atom values of 0.0061, 0.0090 hartree/bohr.
Going through the records in order, we get total energy values of -93205.4143, -79417.0258 eV.
Going through the records in order, we get energy relative to the best compared isomer or geometry (same formula, charge and spin) values of 5.26, 0.00 kJ/mol.